Below is a 7-piece molecular cluster, C16H47NO7 overall in a non-equilibrium geometry, with properties calculated with wB97M-V/def2-TZVPD.

Summary:
- HOMO (eV) = -9.49
- gap between HOMO and LUMO (eV) = 9.7806
- LUMO level (eV) = 0.29
- net charge = 0
- M (g/mol) = 365.552

Geometry as XYZ:
```
71
Properties=species:S:1:pos:R:3:forces:R:3:lowdin_charge:R:1
C 5.408254 4.766216 -6.427513 1.006 -0.185 0.400 -0.12
O 5.555162 3.894875 -5.330281 -0.837 -0.498 2.745 -0.22
C 5.815578 4.439231 -3.968692 -0.702 0.634 -1.368 -0.17
C 6.183255 3.304793 -2.958868 -0.548 2.173 -0.561 -0.42
C 6.368127 3.899890 -1.516157 -1.136 -1.138 -0.927 -0.05
N 7.464645 2.827832 -3.404579 0.221 -0.454 -0.040 0.03
H 4.858207 5.697928 -6.295365 -0.304 -0.074 0.517 0.08
H 4.918964 4.166269 -7.194823 0.241 0.214 -0.161 0.09
H 6.441147 5.023585 -6.662005 -0.034 0.362 -0.886 0.08
H 6.594165 5.186829 -4.120372 0.847 -0.144 0.321 0.11
H 5.022106 5.092103 -3.605037 -0.872 -0.393 -0.174 0.11
H 5.386818 2.582733 -3.138945 0.043 -0.332 0.806 0.14
H 5.548414 4.583526 -1.295241 0.235 0.283 0.088 0.07
H 7.357582 4.342417 -1.401030 -0.183 0.189 -0.159 0.08
H 6.284909 3.085958 -0.795964 0.159 -0.031 0.017 0.07
H 7.275653 2.497351 -4.340074 0.383 -0.368 -0.393 0.07
H 7.841325 3.751948 -3.560222 1.478 -0.239 -0.221 0.06
C 5.170317 -4.405006 0.130600 0.089 -0.088 0.344 -0.08
C 5.064040 -3.508851 -1.091505 0.712 2.081 2.713 -0.41
O 5.096038 -4.223171 -2.212422 -0.395 -2.062 -3.240 -0.04
H 5.324762 -3.943702 1.106030 -0.200 0.533 -0.154 0.07
H 6.007263 -5.096954 0.036631 -0.166 -0.199 -0.286 0.07
H 4.216692 -4.930959 0.176216 0.108 -0.448 0.204 0.07
H 5.897960 -2.818415 -1.217936 0.148 0.171 0.570 0.12
H 4.169669 -2.892675 -0.999116 -0.274 0.206 -0.010 0.11
H 4.295034 -4.747209 -2.285733 -0.025 -0.188 -0.141 0.10
C -7.403394 0.657833 2.876506 -0.106 0.442 -0.922 -0.09
C -8.022499 1.743498 3.832060 1.483 -1.560 -3.155 -0.34
O -7.748251 1.251456 5.055917 -0.003 -0.268 3.437 -0.07
H -6.318949 0.561945 2.930104 0.081 0.403 0.557 0.07
H -7.568232 0.798856 1.808306 -0.431 0.185 -0.080 0.06
H -7.771574 -0.337959 3.123398 -0.356 -0.001 0.092 0.06
H -9.086933 1.829823 3.613808 -0.075 0.522 0.009 0.11
H -7.426202 2.648479 3.715706 -0.600 0.315 -0.065 0.11
H -8.134258 0.376018 5.134737 0.010 -0.041 0.122 0.09
C -0.187983 1.072257 6.879451 -0.358 -0.288 -0.480 -0.08
C -0.141496 -0.451176 6.990124 -1.151 -0.508 -0.386 -0.35
O 0.292436 -0.856473 8.238918 1.628 0.491 2.172 -0.08
H -0.618593 1.448812 7.807280 0.114 0.167 -0.072 0.08
H -0.871881 1.302955 6.062646 -0.350 -0.001 0.075 0.07
H 0.693349 1.645183 6.591148 0.476 -0.503 0.496 0.07
H 0.362297 -0.992359 6.189233 0.305 0.348 -0.253 0.11
H -1.171197 -0.808205 7.008251 -0.488 0.267 -0.921 0.10
H 0.460688 -1.791221 8.378733 -0.178 0.026 -0.636 0.09
C -3.923664 -4.694609 1.332475 -0.988 -0.746 -1.364 -0.09
C -3.680436 -6.175754 1.379643 0.241 -0.755 1.515 -0.34
O -4.665484 -6.912593 0.604521 0.913 1.010 0.255 -0.08
H -4.976568 -4.602155 1.598826 -0.008 0.601 -0.031 0.08
H -3.806194 -4.528235 0.261671 -0.149 1.033 0.009 0.08
H -3.295847 -4.038863 1.935753 0.091 -0.426 -0.049 0.08
H -3.772658 -6.477495 2.422981 -0.033 -0.362 0.204 0.10
H -2.644456 -6.387693 1.115215 -0.026 -0.289 -0.520 0.11
H -4.340414 -7.813404 0.537649 -0.042 -0.062 -0.021 0.07
C 1.239214 1.873485 0.728295 0.052 -0.667 -1.581 -0.08
C -0.066088 1.342852 0.023591 1.177 0.845 0.749 -0.32
O -0.465067 0.144611 0.598151 -0.089 -1.172 0.597 -0.08
H 1.281215 1.869300 1.817481 -0.774 0.735 0.036 0.07
H 1.549603 2.778497 0.206072 -0.166 0.532 0.706 0.06
H 2.088085 1.219903 0.527424 -0.174 -0.539 -0.439 0.06
H 0.126258 1.166718 -1.034750 -0.044 0.161 0.033 0.11
H -0.922555 2.001277 0.168647 0.285 0.783 -0.439 0.10
H -0.514811 0.399015 1.522497 -0.264 -0.681 0.338 0.08
C -4.844516 -0.932405 -4.994577 0.163 0.244 0.291 -0.10
C -5.365194 -0.172423 -3.770689 0.231 0.262 -1.756 -0.32
O -6.782398 -0.167891 -3.751762 -0.100 -0.251 1.157 -0.08
H -3.773506 -1.036441 -4.820738 0.105 -0.451 -0.364 0.07
H -4.973127 -0.332501 -5.895510 -0.008 0.161 -0.011 0.07
H -5.352233 -1.874358 -5.202019 0.217 -0.154 0.435 0.07
H -4.924367 0.815450 -3.904358 -0.341 0.525 0.251 0.10
H -4.906132 -0.521066 -2.845589 -0.794 -0.451 0.141 0.11
H -7.192074 0.380517 -4.424824 0.528 0.114 -0.138 0.08
```
Positions in Å, forces in eV/Å.